C20H44BrN2 as an isolated structure. Source: OMol25; level of theory: the ωB97M-V functional and the def2-TZVPD basis.

CARTESIAN COORDINATES (ANGSTROEM)
Br -22.083 19.640 19.559
C -24.293 16.590 19.483
C -24.265 16.205 17.985
C -23.070 16.795 17.146
C -23.119 18.353 16.970
N -21.962 18.988 16.227
C -21.869 20.510 16.338
C -20.417 20.877 16.455
C -19.620 19.516 16.263
C -20.567 18.538 16.857
C -22.100 18.513 14.769
H -25.223 16.327 19.987
H -24.212 17.623 19.821
H -23.430 16.108 19.944
H -25.217 16.478 17.529
H -24.225 15.123 17.859
H -23.067 16.303 16.173
H -22.141 16.490 17.626
H -23.023 18.725 17.990
H -24.027 18.680 16.465
H -22.271 21.018 15.461
H -22.477 20.796 17.196
H -20.022 21.621 15.763
H -20.241 21.339 17.427
H -19.443 19.415 15.192
H -18.657 19.525 16.773
H -20.318 17.533 16.517
H -20.765 18.735 17.910
H -21.295 19.059 14.276
H -23.105 18.875 14.552
H -21.939 17.442 14.653
C -22.944 24.992 24.118
C -21.541 24.744 24.687
C -20.793 23.662 23.940
C -21.444 22.322 24.059
N -20.755 21.307 23.096
C -21.542 19.975 23.141
C -22.732 20.135 22.181
C -22.377 21.216 21.131
C -20.979 21.780 21.583
C -19.232 21.021 23.419
C -18.864 20.724 24.935
C -17.383 20.959 25.275
H -22.980 25.389 23.103
H -23.349 25.759 24.779
H -23.627 24.144 24.085
H -21.630 24.545 25.755
H -20.926 25.644 24.662
H -19.773 23.562 24.310
H -20.892 24.017 22.915
H -22.480 22.258 23.728
H -21.279 21.939 25.066
H -20.901 19.354 22.515
H -21.741 19.683 24.172
H -23.115 19.158 21.889
H -23.597 20.595 22.660
H -22.335 20.915 20.084
H -23.032 22.086 21.187
H -20.219 21.247 21.011
H -20.925 22.856 21.419
H -18.728 21.939 23.118
H -18.796 20.266 22.765
H -19.141 19.724 25.271
H -19.413 21.376 25.614
H -17.059 21.999 25.239
H -16.678 20.420 24.642
H -17.181 20.586 26.279

Values from the calculation:
E_HOMO, eV: -8.387
Kohn-Sham gap, eV: 6.77
Energy relative to the best compared isomer or geometry (same formula, charge and spin), eV: 5.906
F_max, Eh/bohr: 0.26504
Total charge: +1

natural (NBO) population analysis, charges in e, atoms 1 to 6:
1 Br -0.58
2 C -0.63
3 C -0.39
4 C -0.41
5 C -0.28
6 N -0.20


A 2-piece molecular cluster, C3H5NO overall. Source: OMol25; level of theory: the ωB97M-V functional and the def2-TZVPD basis.

CARTESIAN COORDINATES (ANGSTROEM)
C -1.055 1.012 1.010
C -0.357 -0.097 0.633
C 0.357 -0.372 -0.553
N 0.286 -1.370 -1.545
O 0.153 0.106 -1.754
H -1.562 1.148 1.996
H -1.064 1.975 0.513
H -0.146 -0.799 1.454
H 2.273 0.120 0.105
H 1.115 -1.724 -1.860

Values from the calculation:
E_HOMO (spin up / spin down), eV: -8.392 / -9.176
Kohn-Sham gap (spin up / spin down), eV: 7.91 / 8.69
Energy relative to the best compared isomer or geometry (same formula, charge and spin), eV: 7.422
F_max, Eh/bohr: 0.08658
Total charge: 0

natural (NBO) population analysis, charges in e, atoms 1 to 6:
1 C -0.32
2 C -0.32
3 C 0.45
4 N -0.33
5 O -0.35
6 H 0.21


One molecule with the formula C6H11N. Source: OMol25; level of theory: the ωB97M-V functional and the def2-TZVPD basis.

CARTESIAN COORDINATES (ANGSTROEM)
C -2.222 1.693 -0.128
C -1.333 1.115 -0.936
C 0.018 0.671 -0.429
N 1.105 1.272 -1.104
C 0.044 -0.397 0.368
C 1.211 -1.288 0.672
C 0.765 -2.527 1.429
H -3.139 2.114 -0.515
H -2.245 1.434 0.931
H -1.446 0.966 -2.014
H 1.939 0.694 -1.141
H 0.815 1.468 -2.053
H -0.925 -0.729 0.715
H 1.974 -0.752 1.275
H 1.849 -1.474 -0.192
H 1.484 -3.359 1.339
H -0.175 -3.049 1.194
H 0.655 -2.246 2.478

Values from the calculation:
E_HOMO, eV: -8.039
Kohn-Sham gap, eV: 9.09
Energy relative to the best compared isomer or geometry (same formula, charge and spin), eV: 1.799
F_max, Eh/bohr: 0.03224
Total charge: 0

natural (NBO) population analysis, charges in e, atoms 1 to 6:
1 C -0.39
2 C -0.20
3 C 0.14
4 N -0.81
5 C -0.27
6 C -0.45


One molecule with the formula C3H4N2O. Source: OMol25; level of theory: the ωB97M-V functional and the def2-TZVPD basis.

CARTESIAN COORDINATES (ANGSTROEM)
O 2.166 -0.209 -0.048
C 0.841 -0.139 0.121
N 0.099 -1.183 0.286
C -1.192 -0.720 0.113
C -1.211 0.636 -0.030
N 0.135 1.002 -0.020
H 2.311 -1.163 0.064
H -1.716 -1.564 -0.304
H -1.960 1.413 -0.106
H 0.528 1.925 -0.076

Values from the calculation:
E_HOMO, eV: -8.393
Kohn-Sham gap, eV: 9.22
Energy relative to the best compared isomer or geometry (same formula, charge and spin), eV: 1.003
F_max, Eh/bohr: 0.03754
Total charge: 0

natural (NBO) population analysis, charges in e, atoms 1 to 6:
1 O -0.66
2 C 0.62
3 N -0.54
4 C -0.11
5 C -0.13
6 N -0.55


C6H7LiO6Tl as an isolated structure. Source: OMol25; level of theory: the ωB97M-V functional and the def2-TZVPD basis.

CARTESIAN COORDINATES (ANGSTROEM)
Li -2.881 0.104 -2.061
O -1.881 0.980 -0.538
O -0.577 -0.724 0.541
C -0.998 -2.083 0.366
C -0.898 -2.256 -1.143
O -1.165 -0.920 -1.611
C -0.900 -0.038 -0.573
H -0.317 -2.728 0.927
H -2.026 -2.203 0.732
H -1.650 -2.933 -1.562
H 0.110 -2.550 -1.468
Tl 4.121 0.452 3.300
O 3.073 0.260 0.890
O 1.695 1.771 0.052
C 0.325 2.036 0.232
C -0.450 1.320 -0.824
O 2.270 1.821 2.234
C 2.374 1.273 1.113
H -0.022 1.702 1.220
H -0.262 1.612 -1.861
H 0.057 3.105 0.036

Values from the calculation:
E_HOMO, eV: -12.065
Kohn-Sham gap, eV: 8.04
Energy relative to the best compared isomer or geometry (same formula, charge and spin), eV: 0.000
F_max, Eh/bohr: 0.03563
Total charge: +1

natural (NBO) population analysis, charges in e, atoms 1 to 6:
1 Li 0.97
2 O -0.60
3 O -0.47
4 C -0.11
5 C -0.10
6 O -0.59


C3H6OS2 as an isolated structure. Source: OMol25; level of theory: the ωB97M-V functional and the def2-TZVPD basis.

CARTESIAN COORDINATES (ANGSTROEM)
C 3.448 0.196 -0.110
C 0.688 0.918 0.121
C -1.661 0.522 -0.041
H 3.526 0.721 0.825
H 3.478 1.030 -0.759
H 4.215 -0.664 -0.223
H 0.956 1.561 -0.925
H 0.921 1.536 1.042
H -1.777 1.715 -0.501
O -0.425 0.018 0.195
S 1.656 -0.721 -0.011
S -3.079 -0.271 -0.041

Values from the calculation:
E_HOMO, eV: -8.947
Kohn-Sham gap, eV: 9.05
Energy relative to the best compared isomer or geometry (same formula, charge and spin), eV: 3.878
F_max, Eh/bohr: 0.09698
Total charge: 0

natural (NBO) population analysis, charges in e, atoms 1 to 6:
1 C -0.70
2 C -0.20
3 C 0.02
4 H 0.20
5 H 0.20
6 H 0.24


One molecule with the formula Cl4NOP. Source: OMol25; level of theory: the ωB97M-V functional and the def2-TZVPD basis.

CARTESIAN COORDINATES (ANGSTROEM)
N -0.623 0.380 -0.342
O -0.374 -1.077 1.821
P 1.250 0.363 -0.018
Cl -1.608 -0.489 1.311
Cl -1.469 1.971 -0.510
Cl 1.769 -1.647 -0.217
Cl 1.055 0.499 -2.045

Values from the calculation:
E_HOMO (spin up / spin down), eV: -9.587 / -9.520
Kohn-Sham gap (spin up / spin down), eV: 7.96 / 7.66
Energy relative to the best compared isomer or geometry (same formula, charge and spin), eV: 5.556
F_max, Eh/bohr: 0.07816
Total charge: 0

natural (NBO) population analysis, charges in e, atoms 1 to 6:
1 N -0.74
2 O -0.79
3 P 1.02
4 Cl 0.85
5 Cl 0.12
6 Cl -0.25


C26H60BeClN4O8 as an isolated structure. Source: OMol25; level of theory: the ωB97M-V functional and the def2-TZVPD basis.

CARTESIAN COORDINATES (ANGSTROEM)
Be 1.987 -7.245 5.808
C -5.609 0.310 -2.708
C -5.121 0.033 -1.268
C -5.422 1.237 -0.341
O -6.787 1.261 0.117
C -7.000 2.216 1.120
N -5.765 -1.229 -0.707
H -5.268 -1.572 0.103
H -6.700 -0.936 -0.461
H -6.029 -1.965 -1.347
H -5.529 -0.475 -3.460
H -5.184 1.251 -3.059
H -6.642 0.649 -2.787
H -4.052 -0.175 -1.220
H -5.228 2.158 -0.890
H -4.788 1.158 0.542
H -7.039 3.145 0.552
H -6.236 2.217 1.897
H -8.013 1.961 1.434
C -9.344 -5.518 3.766
C -10.876 -5.533 3.543
C -11.280 -4.134 3.089
O -10.492 -3.902 1.950
C -11.148 -2.884 1.107
N -11.278 -6.588 2.558
H -10.861 -6.189 1.730
H -10.952 -7.506 2.825
H -12.197 -6.615 2.138
H -8.733 -5.270 2.897
H -8.934 -6.447 4.160
H -9.053 -4.859 4.584
H -11.472 -5.783 4.421
H -11.104 -3.439 3.911
H -12.341 -4.105 2.841
H -11.378 -1.996 1.696
H -12.122 -3.297 0.843
H -10.559 -2.564 0.248
Cl -1.841 -2.284 5.873
O -3.191 -2.175 6.210
O -1.669 -3.310 4.879
O -1.275 -1.079 5.356
O -1.114 -2.794 7.023
C 2.768 10.097 -1.985
C 2.639 8.574 -2.450
C 4.031 8.113 -2.929
C 4.315 6.604 -3.111
C 3.894 5.848 -1.966
C 2.441 6.167 -1.469
N 2.176 7.640 -1.393
O 0.937 7.999 -0.706
C 1.576 5.546 -2.556
C 2.311 5.332 -0.138
C 1.755 8.608 -3.746
H 2.073 10.427 -1.213
H 2.604 10.888 -2.717
H 3.804 10.262 -1.689
H 4.260 8.687 -3.827
H 4.846 8.513 -2.325
H 5.395 6.507 -3.219
H 3.866 6.384 -4.080
H 4.562 6.134 -1.153
H 4.076 4.794 -2.178
H 2.027 4.684 -3.047
H 0.558 5.459 -2.174
H 1.336 6.104 -3.461
H 3.120 4.645 0.109
H 2.013 5.966 0.697
H 1.468 4.642 -0.130
H 1.796 9.579 -4.240
H 0.705 8.405 -3.533
H 2.037 7.949 -4.567
C 7.632 -1.880 0.635
C 6.984 -3.022 -0.044
C 7.313 -2.950 -1.556
C 8.613 -3.678 -1.906
C 8.584 -5.092 -1.457
C 8.412 -5.200 0.108
N 7.202 -4.382 0.531
O 6.789 -4.601 1.925
C 8.173 -6.688 0.465
C 9.753 -4.866 0.728
C 5.463 -2.726 0.019
H 7.438 -0.889 0.226
H 8.694 -2.088 0.766
H 7.191 -1.738 1.622
H 6.561 -3.347 -2.238
H 7.619 -1.954 -1.875
H 9.469 -3.226 -1.404
H 8.753 -3.631 -2.986
H 9.601 -5.330 -1.770
H 7.800 -5.537 -2.069
H 8.894 -7.357 -0.005
H 8.308 -6.864 1.533
H 7.151 -6.865 0.130
H 10.547 -5.535 0.396
H 10.179 -3.914 0.413
H 9.826 -5.017 1.806
H 4.877 -3.600 -0.264
H 5.235 -1.826 -0.552
H 5.189 -2.487 1.046

Values from the calculation:
Spin multiplicity: 3
E_HOMO (spin up / spin down), eV: -11.625 / -11.625
Kohn-Sham gap (spin up / spin down), eV: 1.90 / 1.90
F_max, Eh/bohr: 0.18264
Total charge: +3
⟨S²⟩: 2.01

Löwdin population analysis, charges in e, atoms 1 to 6:
1 Be 1.00
2 C -0.03
3 C -0.26
4 C -0.16
5 O -0.22
6 C -0.08


C40H62AsBClN8SV as an isolated structure. Source: OMol25; level of theory: the ωB97M-V functional and the def2-TZVPD basis.

CARTESIAN COORDINATES (ANGSTROEM)
V 0.449 0.725 0.638
C -2.224 -3.161 4.227
C -2.490 -2.125 3.183
C -3.635 -1.378 3.036
C -3.388 -0.531 1.943
N -2.161 -0.741 1.468
N -1.629 -1.729 2.221
B -0.292 -2.385 1.848
N -0.419 -2.919 0.379
N 0.472 -2.759 -0.624
C 0.126 -3.596 -1.593
C -1.017 -4.324 -1.219
C -1.333 -3.863 0.041
C -2.426 -4.339 0.940
C 0.985 -3.790 -2.823
C 2.090 -4.795 -2.456
C 1.637 -2.464 -3.257
C 0.154 -4.358 -3.977
N 0.966 -1.490 2.157
N 1.764 -0.925 1.210
C 2.996 -0.872 1.717
C 2.970 -1.309 3.053
C 1.671 -1.683 3.297
C 1.087 -2.192 4.568
C 4.285 -0.623 0.961
C 5.042 0.567 1.563
C 4.043 -0.391 -0.526
C 5.140 -1.894 1.099
C -4.352 0.494 1.401
C -3.984 1.861 1.996
C -4.276 0.492 -0.129
C -5.785 0.163 1.829
H -3.165 -3.440 4.700
H -1.557 -2.773 4.997
H -1.765 -4.055 3.808
H -4.531 -1.447 3.629
H -0.164 -3.367 2.536
H -1.547 -5.079 -1.778
H -3.067 -5.032 0.397
H -3.037 -3.514 1.307
H -2.004 -4.860 1.804
H 2.715 -4.380 -1.664
H 2.720 -5.015 -3.324
H 1.659 -5.731 -2.093
H 1.661 -1.778 -2.414
H 1.073 -1.997 -4.069
H 2.659 -2.623 -3.606
H -0.187 -5.374 -3.765
H 0.756 -4.385 -4.889
H -0.726 -3.736 -4.159
H 3.797 -1.341 3.744
H 1.864 -2.233 5.330
H 0.668 -3.192 4.440
H 0.295 -1.520 4.903
H 4.435 1.467 1.489
H 5.974 0.735 1.016
H 5.285 0.393 2.614
H 3.414 0.479 -0.681
H 3.540 -1.258 -0.954
H 4.993 -0.233 -1.043
H 5.329 -2.147 2.143
H 6.102 -1.762 0.595
H 4.621 -2.738 0.638
H -2.999 2.173 1.666
H -3.971 1.796 3.086
H -4.710 2.623 1.697
H -3.255 0.702 -0.436
H -4.942 1.246 -0.558
H -4.560 -0.492 -0.510
H -5.899 0.235 2.912
H -6.073 -0.843 1.514
H -6.473 0.879 1.373
C -1.287 -0.155 -2.319
N -0.172 0.502 -1.616
C 0.745 1.107 -2.289
C 1.777 1.826 -1.613
C 2.816 2.626 -2.112
C 3.412 3.221 -0.997
C 2.713 2.752 0.121
N 1.742 1.898 -0.244
C -1.897 0.639 -3.452
C -1.565 0.372 -4.778
C -2.027 1.180 -5.809
C -2.852 2.260 -5.531
C -3.202 2.526 -4.212
C -2.720 1.732 -3.183
H -2.048 -0.364 -1.566
H -0.932 -1.119 -2.698
H 0.751 1.141 -3.380
H 3.105 2.729 -3.149
H 4.255 3.897 -0.992
H 2.886 2.990 1.160
H -0.928 -0.476 -5.007
H -1.737 0.968 -6.831
H -3.214 2.893 -6.332
H -3.846 3.368 -3.988
H -2.971 1.966 -2.155
Cl -0.247 1.081 3.716
C 0.923 1.627 2.447
H 1.909 1.405 2.873
H 0.818 2.719 2.444
C 0.095 4.733 -2.743
As -0.511 4.720 -0.897
C -2.055 5.907 -1.037
C 0.755 5.858 0.037
S -1.180 3.070 0.172
H 0.000 5.756 -3.111
H -0.523 4.064 -3.337
H 1.127 4.405 -2.780
H -1.738 6.911 -1.320
H -2.561 5.929 -0.074
H -2.741 5.510 -1.784
H 0.733 6.859 -0.393
H 1.752 5.431 -0.043
H 0.461 5.895 1.085

Values from the calculation:
Spin multiplicity: 4
E_HOMO (spin up / spin down), eV: -3.409 / -4.549
Kohn-Sham gap (spin up / spin down), eV: 5.75 / 6.89
Energy relative to the best compared isomer or geometry (same formula, charge and spin), eV: 1.054
F_max, Eh/bohr: 0.03757
Total charge: -1
⟨S²⟩: 3.76

Löwdin population analysis, charges in e, atoms 1 to 6:
1 V 0.55
2 C -0.03
3 C -0.31
4 C 0.01
5 C -0.27
6 N 0.16


A 2-piece molecular cluster, C2H8NO2 overall. Source: OMol25; level of theory: the ωB97M-V functional and the def2-TZVPD basis.

CARTESIAN COORDINATES (ANGSTROEM)
C -1.000 0.994 0.013
N -0.413 -0.205 -0.564
C 0.926 0.180 -1.276
O 0.779 0.534 -2.518
H -0.940 1.856 -0.660
H -2.079 0.847 0.116
H -0.615 1.279 0.991
H -0.885 -0.361 -1.464
H 1.386 0.930 -0.566
H 1.553 -0.723 -1.055
H 0.732 -2.496 2.191
H 0.004 -1.144 2.109
O 0.554 -1.692 2.683

Values from the calculation:
E_HOMO, eV: -2.589
Kohn-Sham gap, eV: 6.72
Energy relative to the best compared isomer or geometry (same formula, charge and spin), eV: 0.942
F_max, Eh/bohr: 0.03225
Total charge: -1

natural (NBO) population analysis, charges in e, atoms 1 to 6:
1 C -0.43
2 N -0.73
3 C 0.15
4 O -0.92
5 H 0.17
6 H 0.16


An isolated ion of composition C9H19N2O and charge +1. Source: OMol25; level of theory: the ωB97M-V functional and the def2-TZVPD basis.

CARTESIAN COORDINATES (ANGSTROEM)
C -2.889 1.252 1.124
C -1.444 0.881 0.888
C -1.338 0.203 -0.430
C -1.805 0.931 -1.651
C -1.734 -1.325 -0.275
O -2.797 -1.834 -0.203
N -0.550 -1.889 -0.422
C 0.404 -0.876 -0.655
N 1.308 -0.689 0.608
C 2.276 -1.719 0.906
C 2.081 0.586 0.480
C 2.736 0.758 -0.915
H -3.619 0.421 0.889
H -3.086 2.120 0.654
H -2.998 1.380 2.156
H -1.019 0.350 1.768
H -0.842 1.854 0.853
H -0.871 0.927 -2.299
H -2.064 2.017 -1.468
H -2.744 0.322 -1.908
H -0.443 -2.941 -0.653
H 0.786 -0.823 -1.610
H 0.641 -0.496 1.467
H 2.707 -1.527 1.932
H 1.826 -2.650 0.772
H 3.106 -1.789 0.133
H 1.255 1.416 0.494
H 2.776 0.613 1.357
H 3.115 -0.192 -1.304
H 1.858 0.971 -1.615
H 3.366 1.747 -1.077

Values from the calculation:
E_HOMO, eV: -13.301
Kohn-Sham gap, eV: 10.41
Energy relative to the best compared isomer or geometry (same formula, charge and spin), eV: 3.868
F_max, Eh/bohr: 0.11168
Total charge: +1

natural (NBO) population analysis, charges in e, atoms 1 to 6:
1 C -0.60
2 C -0.47
3 C 0.12
4 C -0.70
5 C 0.64
6 O -0.54


One molecule with the formula C4H2ClNOS. Source: OMol25; level of theory: the ωB97M-V functional and the def2-TZVPD basis.

CARTESIAN COORDINATES (ANGSTROEM)
S 2.024 -1.850 -0.079
C 1.194 -0.428 0.100
O 1.873 0.717 0.084
N 1.115 1.828 -0.057
C -0.136 1.385 -0.126
C -0.202 -0.087 -0.011
C -1.207 -1.022 0.056
Cl -2.872 -0.641 -0.027
H -0.992 2.119 -0.057
H -0.797 -2.020 0.117

Values from the calculation:
E_HOMO, eV: -9.068
Kohn-Sham gap, eV: 7.30
Energy relative to the best compared isomer or geometry (same formula, charge and spin), eV: 2.643
F_max, Eh/bohr: 0.08074
Total charge: 0

natural (NBO) population analysis, charges in e, atoms 1 to 6:
1 S -0.05
2 C 0.18
3 O -0.32
4 N -0.05
5 C -0.02
6 C -0.25


Q: The highest total charge belongs to which entry?
A: C26H60BeClN4O8